Entry 1:
105
Properties=species:S:1:pos:R:3:forces:R:3 method="wB97M-V/def2-TZVPD" lumo_ev=-3.68 total_charge=+1 homo_lumo_gap_ev=7.0
C -5.6173 -5.7011 -10.2258 0.0 -0.3 -0.4
C -4.1384 -5.9642 -10.8133 0.1 -0.9 -0.2
C -3.3941 -7.2440 -10.1281 -1.5 0.0 -0.2
C -3.2910 -7.1474 -8.5244 1.2 -0.5 -0.1
C -1.7601 -6.9283 -7.9892 -1.5 -0.8 0.0
C -1.8226 -7.1718 -6.3913 0.7 -1.0 -0.8
C -0.4328 -6.9136 -5.6288 -0.5 0.0 0.6
C -0.1059 -5.3686 -5.3217 0.3 -0.4 0.5
C -0.8726 -4.9084 -3.9779 0.3 0.5 -0.3
C 0.1396 -4.4715 -2.7789 0.2 -0.5 -1.0
N -0.7175 -3.9610 -1.6638 -3.7 1.6 4.7
C -1.9714 -4.6108 -1.2286 -1.6 1.6 2.4
C -2.6812 -3.8491 -0.0919 5.3 -1.4 -4.9
N -1.7203 -2.7630 0.1024 -0.1 -2.3 -2.0
C -0.5912 -2.8188 -0.7932 -0.8 -0.9 -0.4
C 0.6294 -1.7480 -0.8137 -1.3 -0.2 1.6
C 0.2208 -0.6233 0.2907 0.0 -0.3 0.4
C 1.4204 0.3851 0.6595 -0.9 0.7 0.9
H -5.7480 -5.9742 -9.1236 0.4 0.4 -1.5
H -6.3509 -6.3742 -10.8201 1.1 1.3 1.0
H -5.9162 -4.6004 -10.3462 0.4 -1.7 0.1
H -3.4615 -5.0420 -10.7518 -1.1 -1.2 -0.1
H -4.2877 -6.2583 -11.9250 0.5 0.8 1.7
H -4.0895 -8.1447 -10.3608 1.2 1.4 0.3
H -2.3980 -7.4882 -10.6515 -1.4 0.6 1.0
H -3.6529 -8.1698 -8.1146 0.6 1.8 -0.4
H -3.9280 -6.3186 -8.0612 0.7 -1.2 -0.9
H -1.1461 -7.7479 -8.5335 -0.6 1.5 1.2
H -1.3896 -5.8866 -8.2868 -0.4 -1.5 0.5
H -2.7233 -6.6147 -5.9575 1.4 -0.5 -0.4
H -2.0581 -8.3015 -6.2630 0.3 1.9 -0.2
H 0.4386 -7.4167 -6.1751 -1.3 0.8 0.5
H -0.5183 -7.4616 -4.6071 0.3 0.9 -1.6
H -0.4097 -4.6761 -6.1869 0.6 -1.1 1.3
H 1.0332 -5.3013 -5.1335 -1.8 0.1 -0.5
H -1.5046 -3.9586 -4.1877 0.8 -1.7 0.4
H -1.5462 -5.8001 -3.6722 1.1 1.7 -0.3
H 0.8573 -3.6237 -3.1061 -1.3 -1.4 0.5
H 0.7800 -5.3657 -2.4134 -1.2 1.5 -0.5
H -2.3855 -5.5658 -1.6914 1.0 1.7 0.6
H -3.6678 -4.0891 0.4187 1.8 0.7 -0.6
H -1.9636 -2.0976 0.8466 1.1 0.1 -0.8
H 0.8002 -1.2975 -1.8518 -0.4 -0.8 1.5
H 1.5828 -2.2620 -0.4163 -1.5 0.6 -0.9
H -0.7516 -0.0630 -0.0002 1.8 -0.9 0.1
H -0.0477 -1.1821 1.2729 0.5 0.8 -1.6
H 1.0099 1.4607 0.5353 1.0 -1.7 0.0
H 2.3754 0.2444 0.0495 -1.4 0.1 0.8
H 1.6483 0.2879 1.7998 -0.1 0.1 -2.3
C 1.5398 0.1201 6.8173 0.0 0.2 0.1
C 1.8728 -0.4295 5.6484 -0.5 -1.1 0.3
C 2.6103 0.3425 4.6087 0.4 0.7 -0.2
O 2.9148 -0.2000 3.5564 -0.2 -0.3 0.3
C 2.9396 1.7417 4.8944 0.0 -0.5 -0.3
C 2.6047 2.2957 6.0626 0.5 1.5 -0.2
C 1.8897 1.5139 7.1150 -0.4 -0.3 0.6
O 1.6134 2.0412 8.1767 0.1 0.1 -0.5
O 2.9052 3.5979 6.3352 -0.7 -1.5 0.2
O 1.5516 -1.7236 5.3572 0.5 1.1 -0.4
H 1.0063 -0.4304 7.5808 0.0 0.0 0.0
H 3.4594 2.2950 4.1237 0.0 0.0 0.0
H 2.5633 3.7637 7.2388 0.3 0.0 0.1
H 1.9021 -1.8816 4.4590 0.0 0.0 0.2
C 3.0432 7.7251 10.2945 0.3 0.2 0.0
C 2.6390 6.4969 9.9590 -1.6 -0.1 0.6
C 3.6150 5.4352 9.5789 0.8 -0.3 -0.2
O 3.2122 4.3171 9.2959 -0.3 0.4 -0.1
C 5.0380 5.7856 9.5565 -0.4 -0.4 -0.1
C 5.4414 7.0145 9.8884 1.5 -0.2 -0.2
C 4.4685 8.0683 10.2948 -0.7 0.6 0.2
O 4.8742 9.1740 10.6091 0.2 -0.4 -0.2
O 6.7598 7.3540 9.8692 -1.5 0.2 0.2
O 1.3189 6.1656 9.9524 2.5 -1.8 3.1
H 2.3464 8.5044 10.5747 0.0 0.0 0.1
H 5.7340 5.0115 9.2620 0.0 0.0 0.0
H 6.7910 8.2906 10.1489 0.1 -0.1 0.0
H 1.2890 5.2272 9.6800 -0.1 0.1 0.1
C -1.5841 7.9782 5.5825 0.1 0.2 0.3
C -1.4824 6.9084 4.7909 -0.9 0.4 -0.9
C -0.5394 5.7966 5.1038 0.6 -0.5 0.3
O -0.4865 4.8243 4.3671 -0.3 0.3 -0.1
C 0.2999 5.9231 6.2988 -0.2 -0.2 -0.3
C 0.2012 6.9953 7.0900 1.1 -0.1 1.0
C -0.7615 8.0937 6.7914 -0.6 0.6 -0.2
O -0.8382 9.0486 7.5449 0.3 -0.4 0.0
O 0.9771 7.1274 8.2037 -2.0 1.9 -4.6
O -2.2387 6.7886 3.6629 0.9 -0.5 0.9
H -2.2659 8.7904 5.3677 0.0 0.0 0.0
H 0.9916 5.1184 6.5040 0.0 0.0 -0.1
H 0.7150 7.9824 8.6007 0.0 -0.1 0.0
H -1.9824 5.9319 3.2686 -0.1 0.2 0.0
C -0.2810 2.5229 -4.2880 -0.2 -0.4 0.3
C 0.2319 2.9255 -5.4537 0.4 1.5 0.3
C 0.3345 1.9995 -6.6180 0.1 -0.4 -0.7
O 0.7900 2.4043 -7.6717 -0.1 0.1 0.5
C -0.1213 0.6156 -6.4382 0.1 0.1 -0.1
C -0.6301 0.2145 -5.2724 -0.2 -1.1 -0.5
C -0.7577 1.1477 -4.1179 0.1 0.8 0.4
O -1.2456 0.7478 -3.0713 0.1 -0.4 -0.2
O -1.0562 -1.0704 -5.0890 0.2 1.0 0.5
O 0.6806 4.1985 -5.6253 -0.3 -1.5 -0.4
H -0.3633 3.1848 -3.4361 0.0 0.0 0.0
H -0.0254 -0.0514 -7.2846 0.0 0.0 0.0
H -1.3808 -1.1059 -4.1679 0.0 0.1 -0.2
H 0.9999 4.2399 -6.5488 0.0 0.1 0.1



Entry 2:
92
Properties=species:S:1:pos:R:3:forces:R:3 method="wB97M-V/def2-TZVPD" lumo_ev="-5.45 / -8.52" total_charge=+2 spin_multiplicity=4 homo_lumo_gap_ev="6.9 / 4.6"
P 1.7149 -3.8281 0.9576 -3.2 1.8 0.4
C 0.3305 -4.5553 0.1132 -0.1 -0.7 -1.4
C 0.8739 -5.5158 -0.7995 0.4 -0.1 0.9
H 1.8918 -5.3461 -1.1803 -0.3 -0.3 0.3
C 0.2282 -6.7172 -1.0268 -0.3 0.0 -0.4
H 0.7850 -7.5019 -1.5156 -0.2 -0.1 -0.3
C -1.0897 -6.9091 -0.5982 1.1 0.3 0.0
H -1.5651 -7.8691 -0.7748 -0.1 0.2 0.1
C -1.7361 -5.8468 0.0387 -0.2 0.4 -0.1
H -2.7898 -5.9868 0.2699 0.2 0.4 0.0
C -1.0690 -4.6609 0.3768 0.1 -0.4 0.4
H -1.6633 -3.8423 0.8039 0.6 -0.4 0.3
C 2.5675 -2.6514 -0.0095 0.9 1.6 -0.3
C 2.3629 -2.3787 -1.3820 0.1 -0.5 0.0
H 1.3946 -2.5396 -1.8620 0.3 -0.4 0.2
C 3.4153 -1.8845 -2.1413 0.1 0.4 -0.4
H 3.2889 -1.7177 -3.2030 -0.2 0.0 0.0
C 4.6643 -1.5973 -1.5918 -0.4 -0.4 0.2
H 5.5203 -1.3178 -2.2059 -0.3 -0.1 0.1
C 4.7811 -1.6811 -0.2117 0.6 0.6 0.4
H 5.7323 -1.4580 0.2605 -0.1 0.2 0.0
C 3.7309 -2.0790 0.5900 -0.4 -1.1 -0.1
H 3.8140 -2.0638 1.6808 0.2 -0.3 -0.3
C 1.1576 -3.2150 2.5736 0.6 -0.3 1.9
C 1.5343 -4.2613 3.4662 0.5 0.1 -1.3
H 1.8558 -5.2133 3.0008 -0.2 0.4 0.6
C 1.6581 -4.0999 4.8255 -0.2 -0.2 0.7
H 2.0501 -4.9500 5.3712 -0.1 0.2 0.3
C 1.2901 -2.9070 5.4521 0.2 -0.7 -1.1
H 1.3858 -2.8307 6.5313 -0.1 0.3 -0.2
C 0.8070 -1.8864 4.6235 0.0 -0.3 0.1
H 0.4886 -0.9794 5.1302 -0.1 0.0 -0.4
C 0.7307 -2.0046 3.2252 0.2 -0.1 -0.3
H 0.2942 -1.1327 2.7214 0.4 -0.5 -0.2
Re -2.0423 1.4528 -0.7247 -0.4 3.4 -0.1
C -0.2800 2.7434 -0.5201 0.1 1.3 -0.7
C 0.9715 2.2822 -0.2436 -0.4 0.1 0.2
H -0.3605 3.8178 -0.7724 -0.1 -0.5 0.2
C 1.0171 0.8255 0.1342 0.5 0.2 0.5
O 1.3623 0.6854 1.5500 1.0 -1.5 -1.0
H 1.7955 -0.2155 1.6101 -0.7 1.5 0.2
C -0.3339 0.4508 -0.1256 -4.8 -2.1 0.7
H 1.6193 0.1634 -0.4922 0.8 0.3 0.1
C -1.5212 -0.1086 0.1229 4.9 -4.8 0.9
Cl -4.0687 0.1841 -1.1118 0.2 -0.3 0.2
P -2.6861 1.8123 1.6051 -1.0 1.1 0.8
P -1.5105 0.7796 -2.9145 -0.1 0.5 -3.0
C -4.4891 1.9642 1.6794 0.0 0.2 0.3
H -4.9226 1.0220 1.3330 0.0 0.1 0.1
H -4.8040 2.7556 0.9932 0.0 -0.1 0.1
H -4.7911 2.1904 2.7079 -0.1 0.0 -0.2
C -2.3046 0.6443 2.9575 0.3 -0.3 0.0
H -1.2920 0.8107 3.3579 -0.3 0.0 -0.2
H -2.3558 -0.3862 2.5804 -0.1 0.2 0.2
H -3.0381 0.7579 3.7726 0.3 0.0 -0.4
C -2.0032 3.3885 2.1880 -0.2 0.2 0.3
H -2.2567 4.1767 1.4714 0.0 -0.1 0.1
H -0.9130 3.3151 2.2639 -0.2 0.0 0.0
H -2.4278 3.6339 3.1682 0.1 0.1 -0.1
C -2.9440 1.1083 -3.9978 0.0 -0.1 0.0
H -3.0213 2.1775 -4.2118 0.1 -0.1 0.0
H -3.8383 0.7913 -3.4561 0.1 0.1 -0.2
H -2.8666 0.5401 -4.9281 0.0 0.2 0.0
C -0.1625 1.7302 -3.6900 0.2 0.1 -0.2
H 0.7901 1.5066 -3.2028 0.0 0.0 0.0
H -0.3735 2.7963 -3.5670 -0.1 -0.1 0.0
H -0.0590 1.5086 -4.7579 -0.1 0.0 0.2
C -1.0877 -0.9465 -3.3289 0.0 -0.5 0.4
H -1.6458 -1.6242 -2.6732 0.0 0.1 -0.1
H -0.0164 -1.1522 -3.2032 -0.2 0.2 0.1
H -1.3600 -1.1871 -4.3671 0.1 0.3 0.3
P 2.4389 3.2855 -0.1269 -0.8 0.1 -0.1
C 2.0602 4.8412 -0.9283 0.2 0.5 -0.2
C 3.7767 2.4506 -0.9800 0.4 0.0 -0.1
H 1.2293 5.3420 -0.4066 0.3 -0.2 -0.1
H 1.7532 4.6640 -1.9722 0.1 0.0 0.4
H 2.9428 5.5036 -0.9121 -0.3 -0.2 0.0
H 3.9933 1.4848 -0.5030 -0.1 0.3 0.0
H 4.6813 3.0784 -0.9580 -0.3 -0.2 0.0
H 3.4921 2.2644 -2.0255 0.0 0.1 0.3
C 2.8694 3.5563 1.5936 0.3 0.1 0.2
H 2.0181 4.0189 2.1133 0.2 -0.1 -0.2
H 3.7477 4.2205 1.6531 -0.3 -0.2 0.1
H 3.0811 2.5915 2.0762 0.0 0.3 -0.2
H -1.8134 -1.1162 0.4019 -0.5 0.3 0.4
F -4.3222 5.9511 -2.6631 -0.6 -1.0 0.5
C -4.5660 4.7674 -2.0661 -0.3 0.2 -0.2
F -5.1826 4.9658 -0.8666 0.5 0.3 -1.0
F -5.4241 4.0140 -2.8174 0.8 1.0 0.4
C -3.2620 3.9532 -1.8517 1.0 0.6 -0.7
O -2.1622 4.2355 -2.3628 -1.9 -0.4 0.7
O -3.5674 2.9609 -1.1148 1.4 -0.6 0.2



Entry 3:
171
Properties=species:S:1:pos:R:3:forces:R:3 method="wB97M-V/def2-TZVPD" lumo_ev="2.00 / 1.95" total_charge=-1 spin_multiplicity=2 homo_lumo_gap_ev="1.3 / 9.1"
C 2.4461 1.2040 -4.4835 -0.2 0.7 0.4
C 1.4703 0.5571 -5.4940 0.9 -0.5 0.6
C 2.3157 -0.3463 -6.5015 -1.9 1.6 0.4
O 2.8260 0.4543 -7.5651 -0.2 -0.1 -0.4
C 4.0267 1.2114 -7.4149 -0.6 -0.6 0.5
N 0.4721 -0.2020 -4.7064 0.4 -0.3 0.5
H 3.5041 0.9672 -4.5958 -0.1 -0.1 -0.4
H 2.2216 0.9629 -3.4444 -0.2 -0.3 0.0
H 2.3447 2.2885 -4.5236 0.2 0.1 -0.1
H 0.9326 1.3524 -6.0102 0.4 -0.1 -0.6
H 1.5552 -1.0033 -6.9235 0.4 -0.2 -0.5
H 3.0490 -0.9560 -5.9737 0.3 0.1 0.1
H 4.1867 1.8369 -8.2931 -0.2 -0.4 -0.2
H 4.8319 0.4854 -7.3020 0.5 0.3 0.2
H 3.9626 1.9123 -6.5827 0.2 -0.2 0.3
H -0.4857 -0.2334 -5.0256 0.0 -0.2 -1.3
H 0.2746 0.3257 -3.8681 0.6 0.1 0.5
C 1.3595 1.4660 5.8005 -0.6 -0.5 1.3
C 2.8681 1.3974 5.7831 -0.5 -0.9 -1.5
C 3.3207 -0.1023 5.9218 1.5 0.2 0.3
O 4.7997 -0.2633 5.7560 -1.1 -1.6 -0.1
C 5.0815 -1.6711 5.4061 0.4 1.3 -0.4
N 3.2597 1.8715 4.4435 1.3 -0.6 0.3
H 0.8950 2.4519 5.8189 0.5 0.4 -0.7
H 1.0493 1.1398 6.7933 -0.4 -0.7 0.0
H 0.9221 0.8476 5.0167 -0.1 0.0 0.1
H 3.1897 1.9522 6.6645 0.7 0.2 -0.1
H 2.8581 -0.8287 5.2537 -0.3 0.6 -0.7
H 3.0826 -0.5093 6.9045 -0.1 0.3 0.4
H 4.7831 -2.4453 6.1130 -0.7 0.4 0.3
H 6.1499 -1.8490 5.2839 0.2 0.7 0.2
H 4.6970 -1.8601 4.4038 -0.5 -0.3 0.2
H 4.2639 1.7952 4.3670 0.4 -0.5 -0.1
H 3.1300 2.8518 4.2376 -0.8 0.1 0.7
C -2.6551 -0.3091 -0.4786 -0.5 0.6 2.1
C -1.5553 0.7488 -0.7992 -0.8 -2.5 -1.4
C -0.4479 0.8887 0.2696 -0.4 1.7 0.8
O 0.1726 -0.3152 0.6147 1.1 -1.7 -0.6
C 1.4482 -0.2365 1.3241 -1.3 0.7 0.7
N -0.9114 0.3648 -2.0797 0.3 -0.1 -0.6
H -3.5932 0.1860 -0.2275 0.0 0.5 0.1
H -2.3809 -0.7323 0.4878 -0.1 -0.9 -0.4
H -3.0333 -1.0300 -1.2034 1.1 -0.2 -0.3
H -2.2298 1.5495 -1.1026 1.0 1.3 0.9
H -0.7782 1.2941 1.2260 -0.7 0.4 -0.1
H 0.3081 1.6041 -0.0541 0.2 0.2 -0.5
H 2.2129 0.4059 0.8877 -0.3 0.0 -0.6
H 1.8540 -1.2364 1.4778 -0.3 0.0 -0.3
H 1.2112 0.1927 2.2976 0.2 0.0 0.3
H -1.4173 -0.3963 -2.5099 -1.2 0.1 -0.3
H -0.0979 -0.2252 -1.9786 0.8 0.6 0.5
C 4.9298 -0.1224 2.0330 1.5 0.1 0.3
C 5.2348 -1.0260 0.8205 1.9 0.8 0.6
C 5.8886 -0.3316 -0.3913 -1.6 1.0 0.2
O 6.4258 -1.2669 -1.3031 0.0 -0.9 -0.2
C 6.3041 -0.8942 -2.6616 -0.8 1.2 0.4
N 6.2637 -1.9789 1.2424 -0.3 -1.9 0.2
H 4.4678 0.8483 1.8532 -0.3 -0.3 -0.1
H 5.8785 0.0673 2.5350 0.7 0.7 -0.5
H 4.5534 -0.6245 2.9242 -1.3 -0.3 -0.7
H 4.2764 -1.4461 0.5154 0.4 -0.8 -0.1
H 6.6585 0.3759 -0.0836 0.2 0.0 0.2
H 5.0607 0.2351 -0.8173 0.1 0.3 -0.7
H 5.2527 -0.7151 -2.8865 -0.3 -0.2 -0.2
H 6.6858 -1.6062 -3.3934 0.3 -0.2 0.6
H 6.7573 0.0895 -2.7841 0.4 0.0 -0.4
H 6.6968 -2.3816 0.4237 -0.5 -0.5 -0.3
H 7.0930 -1.6075 1.6834 -0.5 0.9 0.5
C 0.9970 -3.9450 2.3968 0.2 -0.2 0.4
C 0.2007 -4.4978 3.6202 4.6 0.0 0.1
C 0.8942 -3.8965 4.9126 -2.2 0.5 -0.5
O 0.0867 -4.3669 5.9473 -0.6 -0.4 2.1
C 0.1710 -3.6451 7.1923 0.9 -0.6 -0.7
N -1.1680 -4.2890 3.5608 -2.1 0.9 0.1
H 0.7746 -2.8981 2.1901 -0.8 -0.2 -0.3
H 0.9308 -4.6026 1.5300 -0.5 0.3 -0.3
H 2.0743 -3.8894 2.5525 0.2 -0.4 0.6
H 0.3732 -5.5715 3.6946 0.7 -0.3 0.0
H 0.7445 -2.8178 4.9573 0.4 0.5 -0.7
H 1.9496 -4.1036 5.0899 0.2 -0.4 -0.5
H 1.0863 -3.9097 7.7216 0.2 -0.4 0.1
H -0.6660 -3.9173 7.8354 -0.1 0.2 -0.3
H 0.2976 -2.5756 7.0241 -0.7 0.2 -0.1
H -1.5519 -4.4844 4.4744 -0.2 0.1 0.2
H -1.5836 -4.9707 2.9423 -0.1 0.1 -0.2
C -5.0614 2.0034 4.0096 -1.9 -0.3 0.6
C -3.9212 1.0084 4.0227 -0.7 1.3 -3.7
C -3.4298 0.8213 2.5543 -0.7 -1.2 0.2
O -2.9293 1.6217 4.7317 1.9 -0.1 1.5
H -5.9384 1.6275 3.4827 0.0 -0.1 -0.4
H -4.8869 3.0330 3.6972 0.7 -0.3 -0.4
H -5.4553 2.1306 5.0179 0.1 -0.1 0.4
H -4.2504 0.0320 4.3783 0.1 0.0 0.4
H -2.7324 -0.0090 2.4431 0.4 0.2 0.4
H -3.0677 1.6736 1.9793 0.1 0.3 0.6
H -4.2817 0.4502 1.9846 -0.3 0.1 0.0
H -3.3373 1.8566 5.5683 0.2 0.2 0.7
C -5.9096 -1.3991 -4.0281 -1.1 0.6 1.6
C -5.8416 -2.6545 -4.8165 2.7 -0.8 -0.7
C -5.7825 -3.9051 -4.0088 -0.7 -1.4 0.4
O -6.8215 -2.7610 -5.8257 -0.9 0.6 0.4
H -5.0964 -1.1466 -3.3476 0.8 -0.4 -0.7
H -6.6567 -1.5588 -3.2507 -0.8 0.3 -0.2
H -6.1654 -0.5024 -4.5926 0.0 -0.1 -0.2
H -4.8993 -2.6952 -5.3629 0.5 0.4 -0.1
H -4.8588 -4.1309 -3.4760 0.2 0.6 0.0
H -5.8897 -4.7366 -4.7054 -0.1 -0.1 -0.1
H -6.6017 -4.0070 -3.2971 -0.2 0.2 0.1
H -7.1201 -1.8506 -5.8865 -0.5 0.0 -0.6
C -6.4227 3.4274 -1.7547 -0.1 0.7 0.6
C -6.3565 2.1500 -2.5295 -0.8 0.2 -0.6
C -5.5861 2.3465 -3.8178 -0.1 -0.2 -0.2
O -5.6539 1.2508 -1.7359 0.9 -1.0 1.2
H -6.7983 4.2986 -2.2914 0.6 0.0 -0.7
H -5.3812 3.4804 -1.4374 0.0 1.0 0.2
H -7.0739 3.4921 -0.8830 0.1 -0.9 0.3
H -7.3407 1.7017 -2.6655 -0.4 0.2 -0.6
H -5.4274 1.3687 -4.2727 -0.2 0.0 -0.4
H -4.5706 2.6866 -3.6150 -0.1 0.3 0.1
H -6.0919 3.0182 -4.5113 0.1 -0.1 -0.1
H -5.1730 0.6402 -2.2994 0.0 -0.1 0.0
C 2.4346 -2.7694 -2.8946 2.0 -0.3 0.2
C 2.0429 -2.3682 -1.4848 -0.7 0.1 -0.8
O 1.4330 -1.0469 -1.5227 1.4 -1.7 -1.1
O 1.3750 -2.8254 -3.7955 0.0 0.3 0.2
H 2.9306 -3.7352 -2.9902 -0.1 -0.3 0.9
H 3.2384 -2.1059 -3.2136 -0.1 0.6 -0.5
H 2.8903 -2.3392 -0.7998 0.1 -0.3 -0.1
H 1.3585 -3.1862 -1.2596 -0.5 0.4 1.0
H 0.8410 -0.9456 -0.7738 -0.3 -0.1 1.0
H 1.3039 -1.8936 -4.0152 -1.2 0.9 -0.9
C -2.3486 -5.3579 -2.0580 0.8 1.3 0.6
C -1.5003 -4.5070 -3.0051 -0.3 0.6 -2.9
O -1.2319 -3.1319 -2.7932 -0.1 0.7 2.4
O -2.6570 -6.5745 -2.6888 0.0 -0.4 -0.1
H -3.2417 -4.8432 -1.7036 -0.2 0.1 -0.3
H -1.7666 -5.5812 -1.1639 0.1 0.3 0.2
H -1.9653 -4.2820 -3.9650 -1.2 -1.8 -0.3
H -0.6274 -5.0605 -3.3512 0.5 -0.1 0.7
H -0.3296 -2.9308 -3.0518 0.6 -0.2 -0.1
H -2.2177 -7.2288 -2.1406 -0.2 -0.3 -0.3
C 3.0542 3.4932 1.6253 -0.2 2.3 -2.0
C 2.8582 4.8038 2.4164 -0.4 -0.2 -0.1
O 2.6988 4.5071 3.7653 0.0 0.2 1.4
O 3.0199 3.9718 0.2122 0.7 -1.3 1.0
H 2.3043 2.7218 1.8004 -0.3 0.3 0.2
H 4.0212 3.0150 1.7811 0.1 0.3 -0.1
H 1.9665 5.3504 2.1096 -0.4 -0.4 -0.6
H 3.6287 5.5676 2.3117 0.7 -0.5 -0.4
H 2.0520 5.1077 4.1429 0.0 0.0 0.2
H 2.3223 4.6217 0.1006 -0.3 -0.1 0.2
C -1.2908 3.3235 -4.0947 -0.3 -0.3 0.6
C -1.2113 4.2475 -2.8680 0.2 -0.1 -0.1
O -0.0677 4.0449 -2.0051 -0.9 0.1 -0.6
O -2.1658 2.1791 -3.8955 0.2 1.6 -0.7
H -0.2954 2.9555 -4.3436 0.2 0.1 -0.2
H -1.6708 3.9316 -4.9156 -0.2 -0.4 -0.2
H -2.1766 4.1391 -2.3735 0.0 -0.2 0.6
H -1.1878 5.2940 -3.1718 0.4 0.0 -0.1
H 0.0483 3.0954 -1.9237 0.1 -0.3 0.1
H -1.7392 1.6609 -3.2091 0.4 -0.7 0.3
C -1.6180 4.1797 2.3961 0.5 -1.0 0.0
C -0.7182 3.7265 3.5457 -0.5 -1.0 0.6
O -1.3642 3.9560 4.8178 1.1 0.7 -0.6
O -1.1971 5.4469 1.9514 -0.5 0.7 0.0
H -2.6640 4.1875 2.7024 0.1 0.1 0.4
H -1.6221 3.5041 1.5407 0.4 -0.3 -0.1
H 0.2926 4.1236 3.4520 -0.3 0.9 0.3
H -0.4476 2.6717 3.5932 -0.5 -0.5 -0.8
H -1.7755 3.1001 4.9591 -0.4 -0.1 0.3
H -1.9957 5.9742 2.0273 0.3 0.6 -0.2